Entry from the Open Molecules 2025 dataset: a molecular structure, C18H28ClNOOs at a distorted geometry (the ωB97M-V functional and the def2-TZVPD basis).

Its spin multiplicity is 5. The calculation puts the total energy at -37625.624 eV. Its orbital gap (alpha / beta) is 4.6 / 3.6 eV. The total charge is +2.

Each line ends with the Mulliken spin population.
Cartesian coordinates (Å):
1 C 0.030 0.268 -5.237  0.002
2 C 1.387 0.777 -5.685  0.000
3 C -0.212 -1.114 -5.844  0.000
4 C -1.075 1.201 -5.697  0.000
5 Cl 0.014 0.190 -3.484  0.002
6 H -0.194 -1.032 -6.947  0.000
7 H -1.206 -1.489 -5.559  0.000
8 H 0.579 -1.816 -5.545  0.000
9 H 1.384 0.883 -6.777  0.000
10 H 2.162 0.055 -5.411  0.000
11 H 1.600 1.746 -5.232  0.000
12 H -1.025 1.294 -6.788  0.000
13 H -0.960 2.187 -5.245  0.000
14 H -2.049 0.775 -5.436  0.000
15 C 1.307 -2.009 1.778  -0.054
16 C 0.688 -3.072 1.078  0.144
17 C 0.807 -2.809 -0.315  -0.026
18 H 0.191 -3.922 1.538  0.000
19 C 1.493 -1.574 -0.475  0.133
20 C 1.780 -1.054 0.819  0.097
21 H 2.259 -0.119 1.042  0.049
22 H 1.363 -1.910 2.861  0.008
23 H 0.321 -3.374 -1.105  -0.012
24 H 1.716 -1.086 -1.403  0.058
25 C -1.982 0.012 1.338  0.103
26 C -2.109 -1.300 1.865  -0.036
27 C -2.262 -2.199 0.764  0.114
28 H -2.048 -1.570 2.917  -0.002
29 C -2.228 -1.441 -0.430  -0.030
30 C -2.059 -0.071 -0.086  0.070
31 H -1.925 0.751 -0.798  0.046
32 H -1.788 0.903 1.923  0.101
33 H -2.358 -3.272 0.836  -0.002
34 H -2.303 -1.818 -1.446  -0.001
35 Os -0.352 -1.282 0.619  2.227
36 C 0.422 2.104 5.778  0.005
37 N 0.922 1.585 4.510  0.611
38 C 1.911 0.531 4.582  -0.001
39 C 0.502 2.015 3.283  -0.094
40 C -0.567 3.073 3.255  -0.008
41 O 0.988 1.548 2.231  0.360
42 H 1.048 1.707 6.580  0.005
43 H -0.619 1.813 5.951  0.039
44 H 0.480 3.195 5.812  0.028
45 H 1.422 -0.450 4.695  0.046
46 H 2.520 0.495 3.674  0.015
47 H 2.542 0.678 5.471  0.015
48 H -0.890 3.254 2.229  0.001
49 H -1.437 2.732 3.832  -0.006
50 H -0.185 4.013 3.682  -0.005